Formula: C5H16O2
Source: OMol25
Level of theory: ωB97M-V with the def2-TZVPD basis set

```
23
Properties=species:S:1:pos:R:3:forces:R:3:mulliken_charge:R:1
C -1.401 -1.806 1.454 0.1365 0.4123 -2.5339 -1.281
C -0.140 -0.812 1.478 -5.7998 -0.0067 2.0913 -0.569
C -0.891 0.466 0.998 0.6968 0.9223 0.9892 -0.434
C 0.194 1.627 0.861 -5.0128 2.3085 -0.4303 -0.604
C 0.057 2.797 1.944 3.2667 0.9260 -0.6054 -0.904
H -2.035 -1.821 2.302 -0.4765 0.7270 1.0951 0.401
H -1.127 -2.793 1.363 1.2255 -2.5993 0.1299 0.470
H -2.124 -1.797 0.524 1.4466 0.9631 1.5480 0.245
H 0.509 -0.940 0.724 2.7871 -1.4853 -2.2580 0.449
H 0.280 -0.845 2.526 -0.2603 0.5429 -1.3416 0.214
H -1.307 0.263 -0.058 0.2180 0.1706 1.9826 0.242
H -1.703 0.578 1.858 1.2925 0.6687 -2.3130 0.271
H 1.118 1.220 0.948 2.7777 -1.3912 0.3615 0.403
H 0.168 2.116 -0.196 -0.1585 -0.8063 1.8080 0.343
H -0.270 3.758 1.437 0.1655 -1.1803 0.7536 0.256
H -0.497 2.698 2.946 0.8971 -0.4334 -1.7110 0.298
H 1.271 2.951 2.115 -3.1899 0.2463 0.3871 0.204
H 2.326 -0.718 -2.441 -0.1920 -1.1958 -1.3916 0.297
H 2.490 0.539 -2.083 0.2717 1.1786 -1.4041 0.305
O 2.488 0.083 -2.963 -0.1030 0.0535 2.7582 -0.611
H -1.301 -1.818 -3.281 -4.1097 0.5867 -2.1000 0.275
H -0.668 -2.444 -2.106 0.3160 0.5562 -0.8216 0.317
O -0.494 -1.905 -2.910 3.8048 -1.1643 3.0061 -0.588
```
Positions in Å, forces in eV/Å.

Values from the calculation:
strongest force on any atom: 6.2 eV/A
energy above the lowest of the compared OMol25 structures with the same formula, charge and spin: 76.6 kcal per mole
net charge: 0
calculated total energy: -350.46027 Ha
SMILES: CCCCC.O.O